88
Properties=species:S:1:pos:R:3 method="wB97M-V/def2-TZVPD" charge=-1 orbital_gap_ev=2.63 e_lumo_ev=1.711
C 1.474 -0.851 4.760
C 2.855 -0.456 4.058
C 2.590 -0.558 2.523
C 3.108 0.607 1.616
C 1.907 1.406 0.986
Cl 4.318 1.738 2.351
H 0.844 0.080 4.747
H 1.617 -1.179 5.811
H 0.944 -1.657 4.212
H 3.032 0.585 4.413
H 3.006 -1.520 2.140
H 1.476 -0.626 2.358
H 3.622 0.136 0.748
H 1.578 2.128 1.760
H 1.095 0.714 0.713
H 2.271 1.933 0.079
C -0.374 -7.151 5.252
C -0.946 -5.711 5.208
C -0.560 -4.820 4.024
F 0.755 -4.576 3.979
F -1.170 -3.616 4.126
F -0.661 -5.097 6.374
F -2.305 -5.845 5.166
O 0.753 -7.406 6.101
C 2.062 -7.249 5.625
C 2.837 -6.197 6.421
F 2.263 -4.992 6.321
F 4.093 -6.091 5.940
F 2.067 -7.016 4.308
F 2.666 -8.446 5.792
H -1.166 -7.752 5.702
H -0.234 -7.572 4.257
H -0.869 -5.267 3.074
H 2.883 -6.469 7.477
C -2.660 1.277 -1.352
C -3.042 1.982 -2.678
C -3.817 1.175 -3.723
F -3.122 0.128 -4.193
F -4.095 1.959 -4.798
F -1.932 2.516 -3.228
F -3.842 3.031 -2.335
O -1.323 0.787 -1.208
C -1.012 -0.507 -1.642
C 0.072 -0.497 -2.722
F -0.333 0.177 -3.818
F 0.352 -1.761 -3.111
F -2.118 -1.167 -2.020
F -0.541 -1.161 -0.570
H -2.726 2.053 -0.589
H -3.398 0.530 -1.057
H -4.766 0.815 -3.318
H 0.984 -0.028 -2.348
C -2.718 -1.127 -8.011
C -2.794 -0.113 -9.180
C -4.110 0.641 -9.393
F -5.132 -0.171 -9.705
F -3.977 1.503 -10.433
F -2.417 -0.732 -10.321
F -1.847 0.830 -8.926
O -2.864 -2.521 -8.323
C -4.124 -3.127 -8.357
C -4.436 -3.708 -9.737
F -4.463 -2.749 -10.679
F -5.654 -4.296 -9.728
F -5.073 -2.292 -7.917
F -4.079 -4.140 -7.470
H -1.694 -1.059 -7.640
H -3.340 -0.833 -7.165
H -4.377 1.222 -8.507
H -3.687 -4.448 -10.023
C 4.101 7.276 4.741
C 4.179 8.214 3.510
C 2.951 9.067 3.174
F 1.878 8.335 2.852
F 3.219 9.847 2.095
F 4.558 7.495 2.435
F 5.196 9.090 3.763
O 3.849 5.885 4.524
C 2.537 5.388 4.474
C 2.228 4.731 3.128
F 2.326 5.620 2.115
F 0.960 4.261 3.121
F 1.652 6.342 4.810
F 2.456 4.454 5.434
H 5.108 7.284 5.160
H 3.467 7.682 5.530
H 2.692 9.725 4.007
H 2.918 3.907 2.929